Record 1
{"formula": "C2H5BrN3", "method": "the ωB97M-V functional and the def2-TZVPD basis", "symbols": ["Br", "N", "N", "N", "C", "C", "H", "H", "H", "H", "H"], "coordinates": [[-2.51752, -0.42299, -0.18130], [0.87044, 1.71644, 0.25911], [0.46387, -0.44029, 0.42488], [0.99917, 1.29503, -0.90172], [0.52281, 0.65351, 1.12065], [0.82269, -0.10064, -0.92072], [0.22511, -0.45940, -1.66887], [-3.66231, -1.09461, 0.30727], [0.32109, 0.67169, 2.10440], [1.90407, -0.52127, -1.31426], [0.05059, -1.29747, 0.77054]], "forces_ev_per_a": [[-0.2, 0.1, -0.1], [0.0, 1.3, 1.3], [0.4, 0.7, 0.5], [0.1, 0.0, -0.2], [0.6, -1.2, -4.4], [4.0, -0.9, 0.0], [-2.1, -0.8, -1.8], [-0.2, -0.1, 0.1], [-0.7, 0.6, 3.4], [-2.2, 0.8, 1.4], [0.2, -0.3, -0.1]], "mulliken_charge": [-0.23, -0.18, 0.03, -0.02, 0.06, -0.39, 0.35, 0.28, 0.47, 0.33, 0.29], "e_above_lowest_kj_mol": 233.2, "charge": 1, "orbital_gap_ha": 0.3175, "mol_weight_g_mol": 150.987, "lumo_ev": -6.6}



Record 2
{"formula": "C5H9NO", "method": "the ωB97M-V functional and the def2-TZVPD basis", "symbols": ["O", "N", "C", "C", "C", "C", "C", "H", "H", "H", "H", "H", "H", "H", "H", "H"], "coordinates": [[-2.69578, 0.47373, -1.06054], [-0.83432, -0.29544, -0.09476], [-2.18651, -0.29702, -0.27038], [-0.02601, -0.72411, 1.05982], [1.40118, 0.29170, -0.61259], [-0.06474, 0.55429, -0.99230], [1.22961, 0.12115, 0.90342], [2.00777, 1.14087, -0.96943], [1.87443, -0.61006, -1.00648], [-0.28345, 1.61208, -0.95861], [1.00250, 1.14743, 1.32265], [-2.74018, -0.97922, 0.39539], [2.07873, -0.23243, 1.50677], [-0.71288, -0.62747, 1.89817], [0.28135, -1.76334, 0.87671], [-0.33169, 0.18783, -1.99787]], "forces_ev_per_a": [[-0.6, -0.5, -0.2], [-0.1, 0.6, -0.2], [1.0, 0.8, 0.6], [-0.6, -0.9, -1.4], [-0.2, 0.2, 0.3], [0.4, -1.6, -1.5], [0.0, 2.2, 1.6], [0.0, -0.3, 0.6], [-0.5, -0.1, -0.4], [-0.3, 0.3, 0.3], [0.2, -0.9, -0.3], [0.0, 0.0, -0.1], [-0.2, -0.2, -0.5], [0.8, 0.0, 0.7], [-0.3, -0.1, 0.5], [0.3, 0.5, 0.1]], "mulliken_charge": [-0.57, 0.06, -0.04, -0.49, -0.56, -0.59, -0.59, 0.31, 0.28, 0.32, 0.24, 0.35, 0.37, 0.38, 0.21, 0.33], "smiles": "O=CN1CCCC1", "e_above_lowest_kj_mol": 89.8, "orbital_gap_ha": 0.3682, "mol_weight_g_mol": 99.133, "lumo_ev": 0.9}



Record 3
{"formula": "C3H10N", "method": "the ωB97M-V functional and the def2-TZVPD basis", "symbols": ["N", "C", "C", "C", "H", "H", "H", "H", "H", "H", "H", "H", "H", "H"], "coordinates": [[2.17846, 0.18137, -0.06308], [1.61480, -0.32222, -1.37398], [-3.03741, -0.21543, 0.70203], [1.39869, 0.77462, 0.75038], [3.14902, -0.11535, 0.06942], [1.83609, -1.40653, -1.41851], [-2.86710, 0.18251, -0.35199], [-3.60198, -1.12346, 0.93185], [0.54747, -0.40190, -1.53147], [2.10804, 0.22300, -2.17384], [0.46213, 1.13925, 0.35488], [-3.41533, 0.64363, 1.31870], [1.57535, 0.91702, 1.80670], [-1.94822, -0.47651, 0.97892]], "forces_ev_per_a": [[-2.0, -0.6, -1.2], [1.4, -1.0, -0.3], [-0.3, 1.1, 1.0], [0.6, -0.1, 0.2], [-0.2, 0.1, 0.7], [0.7, 0.6, 0.0], [0.9, 0.8, 0.3], [0.1, -0.6, 1.2], [-0.4, 1.2, 0.8], [-0.1, -0.2, -0.2], [-0.2, -0.2, -0.1], [-1.3, -0.2, -1.0], [0.7, 0.3, 0.0], [0.1, -1.3, -1.4]], "lowdin_spin": [0.00, 0.00, 0.58, 0.00, 0.00, 0.00, 0.13, 0.07, 0.00, 0.00, 0.00, 0.06, 0.00, 0.15], "e_above_lowest_kj_mol": 328.1, "charge": 2, "orbital_gap_ha": [0.4547, 0.1663], "spin_multiplicity": 2, "mol_weight_g_mol": 60.120, "lumo_ev": [-8.8, -16.7]}